Molecular formula: C45H82B2IN4O12
Method: DFT, ωB97M-V/def2-TZVPD

Last column: Löwdin charge in e.
CARTESIAN COORDINATES (ANGSTROEM)
1 C -4.4252 -3.3448 -2.2915  -0.115
2 O -3.0377 -3.3079 -1.8023  -0.255
3 C -2.1958 -4.3414 -2.4275  -0.204
4 C -1.3137 -3.7790 -3.7187  -0.152
5 C 0.2673 -4.1860 -3.5429  -0.205
6 C 1.2874 -2.9031 -3.5645  -0.190
7 C 1.1020 -1.8852 -2.2495  -0.142
8 C 2.1438 -0.6392 -2.2220  -0.109
9 N 1.5426 0.7469 -2.4227  -0.078
10 B 0.8672 0.6703 -3.8169  -0.459
11 N 1.6182 0.5889 -5.1410  0.176
12 O -0.6281 0.6009 -3.9952  0.048
13 C 0.5014 1.0885 -1.3846  -0.196
14 C 0.9776 1.0000 0.1817  -0.135
15 C -0.1940 0.5512 1.2402  -0.148
16 C -0.7524 -0.9721 1.4779  -0.015
17 C -1.9077 -1.2090 2.6355  -0.032
18 C -2.5406 -0.0345 3.5946  -0.031
19 C -1.9972 1.5015 3.3471  -0.063
20 C -0.8538 1.7461 2.1977  -0.038
21 C -0.1527 2.6151 -1.5569  -0.075
22 C 0.9523 3.7878 -1.8295  -0.230
23 C 0.1063 5.0347 -2.5567  -0.155
24 C -0.7719 5.9284 -1.5004  -0.635
25 O -1.7150 5.4632 -0.6767  -0.111
26 I -0.3560 8.1212 -1.5106  0.757
27 C 2.1804 3.3076 -2.7981  -0.065
28 B 3.4142 4.4243 -2.5800  -0.426
29 O 4.6617 4.2058 -3.3768  0.010
30 N 3.3599 5.5920 -1.6151  -0.128
31 C 4.4396 6.6107 -2.0375  -0.109
32 C 3.8238 5.1813 -0.2038  -0.094
33 C 2.6803 1.7488 -2.5565  -0.206
34 N 3.6622 1.7399 -1.3689  0.129
35 C 4.9054 1.2532 -1.7936  0.027
36 O 5.8981 0.3446 -2.0042  0.019
37 H -4.7258 -2.4337 -2.9664  0.097
38 H -5.1337 -3.2975 -1.3331  0.102
39 H -4.7248 -4.3251 -2.8602  0.098
40 H -1.4493 -4.7164 -1.5767  0.130
41 H -2.7695 -5.2916 -2.7992  0.130
42 H -1.4379 -2.6143 -3.7956  0.098
43 H -1.7032 -4.2666 -4.7149  0.119
44 H 0.5487 -4.8456 -4.4974  0.124
45 H 0.4618 -4.8722 -2.6135  0.116
46 H 2.4086 -3.3079 -3.5590  0.110
47 H 1.1817 -2.2910 -4.5721  0.112
48 H 1.3718 -2.5805 -1.3158  0.143
49 H -0.0311 -1.6338 -2.1334  0.107
50 H 2.8110 -0.7474 -1.2666  0.148
51 H 2.8890 -0.7946 -3.1423  0.152
52 H 1.0586 0.0115 -5.8286  0.119
53 H 2.5902 0.2308 -5.0366  0.080
54 H -0.8577 -0.3579 -3.8175  0.097
55 H -0.4570 0.3747 -1.4277  0.172
56 H 1.2964 2.1071 0.4944  0.121
57 H 1.9092 0.3288 0.3909  0.112
58 H -0.3050 -1.8480 0.8387  0.076
59 H -2.2662 -2.3112 2.8038  0.060
60 H -3.3470 -0.2161 4.4481  0.094
61 H -2.3826 2.4185 4.0065  0.092
62 H -0.4327 2.8501 2.0420  0.090
63 H -0.7274 2.8381 -0.5348  0.135
64 H -0.9886 2.6311 -2.3897  0.132
65 H 1.2757 4.2084 -0.7809  0.139
66 H 0.7882 5.7523 -3.1782  0.101
67 H -0.6721 4.5709 -3.3341  0.146
68 H 1.8175 3.5105 -3.9176  0.176
69 H 5.4178 4.0794 -2.7065  0.119
70 H 4.3434 7.4920 -1.2408  0.120
71 H 4.2754 6.9611 -3.1421  0.112
72 H 5.5120 6.1389 -1.8433  0.101
73 H 2.9185 5.4965 0.5080  0.112
74 H 4.7529 5.7860 0.1711  0.106
75 H 3.9429 4.0241 -0.0760  0.082
76 H 3.4017 1.5202 -3.4814  0.174
77 C -5.9995 2.2918 2.6634  -0.027
78 C -5.9632 1.9680 4.1330  -0.500
79 O -5.9879 0.8045 4.5313  0.033
80 C -5.8956 3.1226 5.0964  -0.026
81 H -6.0477 1.3612 2.0879  0.086
82 H -6.8858 2.8897 2.4364  0.086
83 H -5.0929 2.8321 2.3796  0.080
84 H -6.7773 3.7575 4.9779  0.087
85 H -4.9844 3.6999 4.9210  0.080
86 H -5.8754 2.7388 6.1220  0.086
87 C 10.2449 1.6203 -4.6758  -0.027
88 C 9.7026 1.4746 -3.2792  -0.487
89 O 10.3789 1.7757 -2.2969  0.059
90 C 8.3009 0.9462 -3.1308  -0.054
91 H 11.2665 2.0121 -4.6294  0.088
92 H 10.2663 0.6455 -5.1697  0.086
93 H 9.6269 2.3209 -5.2430  0.085
94 H 8.2357 -0.0586 -3.5557  0.091
95 H 7.5964 1.6168 -3.6291  0.078
96 H 8.0433 0.8944 -2.0675  0.066
97 C -3.4170 -5.0964 4.8159  -0.007
98 C -4.0611 -3.7373 4.7522  -0.456
99 O -3.7784 -2.9378 3.8612  0.005
100 C -5.0643 -3.3942 5.8207  -0.003
101 H -2.7153 -5.2048 3.9821  0.086
102 H -2.8653 -5.2024 5.7534  0.061
103 H -4.1809 -5.8737 4.7337  0.093
104 H -4.5860 -3.4243 6.8029  0.077
105 H -5.9016 -4.0956 5.7832  0.093
106 H -5.4467 -2.3825 5.6480  0.085
107 C -0.9109 9.2032 2.3802  -0.045
108 C 0.5738 9.2729 2.6186  -0.502
109 O 1.2920 8.2860 2.4661  0.029
110 C 1.1458 10.5965 3.0508  -0.026
111 H -1.1819 8.1874 2.0734  0.075
112 H -1.4469 9.4451 3.3014  0.088
113 H -1.1920 9.8961 1.5831  0.075
114 H 0.7015 10.9005 4.0019  0.088
115 H 0.9563 11.3514 2.2835  0.087
116 H 2.2282 10.4975 3.1853  0.085
117 C -1.8005 -5.9153 8.2983  -0.037
118 C -2.2384 -4.6863 9.0492  -0.491
119 O -3.4272 -4.3841 9.1414  0.045
120 C -1.1659 -3.8414 9.6830  -0.026
121 H -2.6808 -6.4268 7.8948  0.082
122 H -1.1498 -5.6308 7.4675  0.081
123 H -1.2787 -6.5974 8.9743  0.089
124 H -0.4869 -3.4646 8.9139  0.086
125 H -0.6159 -4.4312 10.4206  0.088
126 H -1.6285 -2.9883 10.1906  0.087
127 C 4.9299 -7.2760 -4.8526  -0.021
128 C 4.4920 -6.0471 -4.1016  -0.484
129 O 3.3032 -5.7448 -4.0095  0.034
130 C 5.5646 -5.2022 -3.4679  -0.024
131 H 4.0497 -7.7876 -5.2561  0.088
132 H 5.5806 -6.9916 -5.6833  0.089
133 H 5.4517 -7.9581 -4.1766  0.090
134 H 6.2436 -4.8253 -4.2369  0.088
135 H 6.1146 -5.7919 -2.7302  0.091
136 H 5.1020 -4.3491 -2.9602  0.074
137 C -7.0591 -5.2430 0.4993  -0.032
138 C -7.5094 -5.5296 -0.9081  -0.499
139 O -6.7695 -6.0936 -1.7129  0.036
140 C -8.8997 -5.0997 -1.2930  -0.026
141 H -6.0357 -5.6086 0.6345  0.084
142 H -7.0725 -4.1654 0.6815  0.085
143 H -7.7111 -5.7573 1.2099  0.086
144 H -8.9950 -4.0157 -1.1908  0.086
145 H -9.6336 -5.6076 -0.6623  0.088
146 H -9.0874 -5.3710 -2.3374  0.086

Forces on atoms 1 to 2 (eV/Å):
C -1.7913 0.0496 0.6196
O -0.6583 -1.8325 -1.9589

Its charge is +1. The spin multiplicity is 1. The HOMO-LUMO gap is 0.2315 Eh. The total energy comes out at -87956.67791 eV. The LUMO energy is -3.8 eV.